Density functional theory data (ωB97M-V/def2-TZVPD) for a molecular structure, C2H2F2LiOSm in a non-equilibrium geometry.

Values from the calculation:
E = -27662.7894 eV
Frontier orbital gap (alpha / beta) = 5.1 / 9.0 eV
Spin multiplicity = 7
Highest occupied orbital energy (alpha / beta) = -0.850 / -0.896 Ha
Maximum force = 8.22 eV/Å
Charge = +3
Energy above the lowest of the compared OMol25 structures with the same formula, charge and spin = 16.0 kJ/mol

```
9
C2H2F2LiOSm, DFT ωB97M-V/def2-TZVPD
O 4.428 1.418 -2.163
C 5.489 1.593 -2.963
Li 3.674 2.965 -0.610
F 4.567 3.713 -3.223
C 5.048 2.637 -3.781
Sm 3.262 -0.284 -0.753
H 6.033 2.786 -4.373
F 2.950 1.487 0.092
H 5.958 0.715 -3.420
```

=====

Density functional theory data (ωB97M-V/def2-TZVPD) for CClFN2O in the gas phase in a non-equilibrium geometry.

Values from the calculation:
E = -21295.9860 eV
Frontier orbital gap = 9.0 eV
Highest occupied orbital energy = -0.367 Ha
Maximum force = 4.77 eV/Å
Energy above the lowest of the compared OMol25 structures with the same formula, charge and spin = 258.0 kJ/mol

```
6
CClFN2O, DFT ωB97M-V/def2-TZVPD
N 0.699 0.662 -0.300
N -0.250 -1.468 0.023
Cl -1.864 -0.737 0.046
C 0.542 -0.489 0.001
F 1.278 1.583 0.492
O -1.581 0.761 -0.131
```

=====

Which of these has the highest E?
CClFN2O

=====

Which of these has the highest E?
CClFN2O